A structure of composition C35H68BrN10OPd. Source: the Open Molecules 2025 dataset; level of theory: wB97M-V/def2-TZVPD.

Computed properties:
- E_tot: -4698.1487 Ha
- Expectation value of S²: 6.043
- Multiplicity: 5
- HOMO energy (alpha / beta): -15.61 / -15.92 eV
- Orbital gap (alpha / beta): 8.5 / 4.9 eV
- Total charge: +3

Last column: Mulliken charge in e.
Positions of all 116 atoms, in Å:
Pd  1.27839  -0.96178  -0.38818  0.107
C  6.00242  -0.12399  -2.25196  -0.961
N  4.80597  0.05256  -3.05883  0.331
C  5.09416  0.11966  -4.49552  -1.235
C  3.50253  -0.00834  -2.62259  -0.460
N  2.99736  -0.95366  -1.83500  1.296
C  3.82171  -2.15157  -1.62853  -1.251
C  3.02662  -3.20777  -0.90316  -1.482
N  2.42605  -2.69091  0.34459  0.809
C  1.49448  -3.67337  0.91338  -1.508
C  0.26406  -3.91760  0.04115  -0.807
N  -0.11413  -2.78807  -0.77637  1.331
C  -1.36253  -2.93152  -1.36861  -0.417
N  -1.54861  -2.45188  -2.58771  0.185
C  -2.88533  -2.25345  -3.15244  -1.129
C  -0.46707  -2.24274  -3.53660  -1.124
N  -2.37204  -3.59326  -0.76244  0.320
C  -2.73574  -3.33008  0.62847  -1.289
C  -3.15064  -4.63592  -1.43423  -1.126
C  3.37809  -2.18765  1.36538  -1.022
C  3.72647  -0.70994  1.20654  -0.181
N  2.53925  0.11013  1.01019  0.756
C  2.31369  1.16549  1.76882  -0.091
N  1.50595  2.15470  1.32075  0.380
C  1.27157  2.32878  -0.09653  -0.924
C  0.67756  2.94796  2.22125  -1.410
N  2.87349  1.35387  2.99585  0.285
C  3.08720  0.28531  3.95773  -0.910
C  3.33695  2.66685  3.43434  -1.189
N  2.69999  0.94308  -3.16563  0.341
C  3.17450  2.29270  -3.49084  -1.061
C  1.27252  0.74497  -3.27400  -1.125
H  6.76946  0.53688  -2.65597  0.358
H  5.83073  0.18200  -1.22360  0.246
H  6.40635  -1.13808  -2.28204  0.340
H  5.57368  -0.80782  -4.81575  0.381
H  4.18251  0.25234  -5.06777  0.328
H  5.77537  0.94336  -4.71378  0.422
H  4.12677  -2.57371  -2.59126  0.744
H  4.73175  -1.95547  -1.07216  0.364
H  2.20687  -3.52035  -1.55165  0.381
H  3.64025  -4.09161  -0.69701  0.316
H  1.99919  -4.63393  1.06526  0.291
H  1.17587  -3.31389  1.88942  0.638
H  0.44451  -4.74048  -0.66947  0.577
H  -0.55242  -4.26245  0.67607  0.429
H  -3.59998  -2.06552  -2.35776  0.392
H  -2.83533  -1.39080  -3.81288  0.441
H  -3.20659  -3.11314  -3.73899  0.390
H  0.50411  -2.32954  -3.05303  0.193
H  -0.54277  -2.98505  -4.33409  0.415
H  -0.59254  -1.25573  -3.97097  0.464
H  -2.08865  -2.56328  1.04707  0.407
H  -3.76503  -2.96761  0.66120  0.394
H  -2.68047  -4.23744  1.23262  0.333
H  -2.76031  -4.83015  -2.42752  0.357
H  -3.05944  -5.55126  -0.84791  0.405
H  -4.20677  -4.37397  -1.50091  0.383
H  2.91220  -2.34314  2.33801  0.356
H  4.29826  -2.78172  1.34610  0.339
H  4.30836  -0.41535  2.07790  0.848
H  4.37084  -0.57613  0.33999  -0.641
H  0.52987  1.62541  -0.48729  -0.336
H  0.89168  3.33617  -0.26571  0.482
H  2.20641  2.20873  -0.64119  0.509
H  0.69236  2.51980  3.21978  0.399
H  1.01343  3.98469  2.27238  0.313
H  -0.35276  2.93938  1.85892  0.525
H  2.58764  -0.62152  3.63266  0.140
H  4.14924  0.08305  4.11759  0.308
H  2.66078  0.58280  4.91761  0.368
H  3.28096  3.37996  2.61760  0.341
H  2.75382  3.03796  4.27919  0.373
H  4.37788  2.58681  3.75071  0.416
H  4.24643  2.32000  -3.62333  0.418
H  2.70802  2.62352  -4.41722  0.403
H  2.91339  3.00162  -2.70278  0.284
H  1.05812  0.00064  -4.04167  0.513
H  0.81781  0.42416  -2.33138  -0.017
H  0.80753  1.68232  -3.56854  0.472
C  -5.20467  1.07100  4.48480  -1.585
C  -4.46869  2.21146  3.75320  1.675
C  -3.61474  3.00014  4.76485  -1.589
C  -5.50374  3.15294  3.13787  -2.016
C  -3.54556  1.60503  2.72172  -0.326
C  -2.54147  0.69314  3.14480  -0.574
C  -1.69492  0.15552  2.23714  0.196
Br  -0.37946  -1.06337  2.83314  0.038
C  -1.73686  0.46210  0.81721  0.156
O  -0.89226  -0.01064  0.01465  0.902
C  -2.79612  1.37224  0.38803  -0.716
C  -3.63140  1.89233  1.35327  -0.639
C  -3.07620  1.76401  -1.06768  2.251
C  -3.24280  3.29236  -1.16620  -1.802
C  -2.00581  1.36287  -2.08881  -1.907
C  -4.39783  1.08358  -1.47171  -1.680
H  -5.90994  1.50302  5.19355  0.468
H  -4.52416  0.43113  5.04637  0.359
H  -5.76667  0.45180  3.78441  0.363
H  -4.26906  3.42484  5.52528  0.452
H  -3.08620  3.82060  4.27730  0.364
H  -2.88572  2.36792  5.27212  0.371
H  -6.12916  3.55975  3.93090  0.445
H  -6.16234  2.63423  2.43912  0.433
H  -5.03682  3.99654  2.62669  0.423
H  -2.45468  0.42829  4.18887  0.628
H  -4.41171  2.56570  1.03516  0.529
H  -2.41172  3.81341  -0.68874  0.338
H  -4.16940  3.64270  -0.71534  0.417
H  -3.26791  3.58584  -2.21543  0.487
H  -1.06972  1.89818  -1.92290  0.271
H  -2.37152  1.63168  -3.08118  0.872
H  -1.79638  0.29609  -2.06968  -0.310
H  -5.21604  1.36516  -0.81043  0.369
H  -4.30295  -0.00490  -1.44207  0.216
H  -4.66967  1.37838  -2.48603  0.479